1.
The following is a DFT calculation (wB97M-V/def2-TZVPD) of a structure of composition C14H21N6O2PdS at a distorted geometry.

Geometry as XYZ:
```
45
Properties=species:S:1:pos:R:3:forces:R:3
Pd -0.383913 2.409638 -0.453155 -0.2 0.6 -1.4
N 1.765572 2.545128 -0.451921 -0.7 -0.3 0.1
C 2.576311 1.681489 0.439979 0.0 0.0 0.1
C 2.352640 1.940094 1.926772 -0.1 0.0 -0.2
C 0.992301 1.556077 2.482493 0.0 0.2 0.1
N -0.045364 2.462224 1.977762 -0.2 -0.1 0.5
H 2.069227 2.446766 -1.415313 0.1 0.1 0.0
H 1.861214 3.529266 -0.203934 0.1 0.0 -0.1
H 3.635760 1.843497 0.232627 0.0 0.0 -0.1
H 2.342632 0.643065 0.199096 0.0 0.0 0.0
H 2.538434 2.998844 2.142169 0.1 0.0 0.0
H 3.108880 1.372551 2.470462 0.1 0.0 0.0
H 1.049409 1.575549 3.573923 0.0 -0.1 0.0
H 0.741776 0.534064 2.184935 0.0 0.0 0.0
H 0.237794 3.431734 2.092800 0.0 0.0 0.1
H -0.907825 2.354054 2.500803 0.1 0.0 0.0
N -2.463157 2.973518 -0.796111 0.7 -0.4 -0.1
N -2.526896 4.270531 -0.232509 -0.6 0.0 0.1
C -1.385178 5.070980 -0.421218 0.1 0.1 0.2
O -1.509016 6.262463 -0.515795 0.2 0.1 0.1
O -0.266342 4.397984 -0.408846 0.4 -0.3 0.1
H -2.546522 2.995183 -1.813085 -0.2 0.0 0.1
H -3.226790 2.423578 -0.417058 0.2 -0.1 0.0
H -3.384440 4.775094 -0.422204 0.0 0.0 -0.2
S -1.269533 -3.912375 -2.289213 0.0 0.0 0.1
C -0.971101 -2.236076 -1.766127 0.0 -0.1 0.0
C -1.625345 -1.690333 -0.665693 0.0 0.0 0.0
C -1.372768 -0.379343 -0.322370 0.0 -0.2 -0.1
N -0.525915 0.396104 -1.016227 -0.1 0.4 0.6
C 0.101992 -0.122786 -2.072623 0.0 0.0 -0.1
C -0.087984 -1.431174 -2.475028 -0.1 0.0 0.0
C -0.452331 -4.731007 -0.919154 0.0 0.1 -0.1
C -1.150750 -5.090838 0.221505 0.0 0.0 0.0
C -0.441757 -5.694388 1.252988 0.1 0.0 0.0
N 0.862540 -5.946325 1.195090 0.0 0.0 0.0
C 1.513057 -5.620744 0.080811 -0.1 0.0 0.0
C 0.902460 -5.011832 -1.007894 0.0 0.0 0.1
H -2.330384 -2.276574 -0.093531 0.0 0.0 0.0
H -1.862552 0.080020 0.525933 0.0 0.0 0.0
H 0.770409 0.532893 -2.614635 0.0 0.0 0.0
H 0.441955 -1.821339 -3.332447 0.0 0.0 0.0
H -2.216044 -4.922383 0.304349 0.0 0.0 0.0
H -0.946009 -5.990473 2.165539 0.0 0.0 0.0
H 2.570696 -5.855985 0.056353 0.0 0.0 0.0
H 1.462835 -4.768396 -1.900280 0.0 0.0 0.0
```
Positions in Å, forces in eV/Å.

F_max	1.6	eV/Å
total charge	+1
energy	-1550.96279	hartree
ΔE to the lowest compared entry with this formula, charge and spin	83.0	kJ/mol

2.
The following is a DFT calculation (wB97M-V/def2-TZVPD) of a structure of composition C14H21N7O2RuS at a distorted geometry.

Geometry as XYZ:
```
46
Properties=species:S:1:pos:R:3:forces:R:3
Ru 0.170147 0.163183 0.551801 -0.1 -0.4 0.5
C -2.063829 2.268259 -2.451857 -0.2 0.1 0.1
C -1.107902 1.477918 -1.638395 0.2 -0.1 0.4
N -1.044564 1.477473 -0.345636 -0.5 0.6 -0.2
N -1.828137 2.375367 0.371753 0.5 0.0 0.0
C -1.149353 2.759136 1.426630 -0.4 0.0 -0.2
N -1.689793 3.698508 2.231758 0.1 -0.2 -0.1
S 0.416985 2.107108 1.857990 0.3 -0.3 -0.1
C -0.045907 0.700637 -2.297847 0.5 -0.3 -0.1
C 0.046228 0.551808 -3.680519 -0.1 0.1 0.5
C 1.157999 -0.082211 -4.202398 0.0 0.0 -0.2
C 2.144342 -0.547836 -3.355141 0.2 -0.1 0.0
C 1.983317 -0.392545 -1.989960 0.0 -0.1 0.0
N 0.925131 0.215165 -1.468332 -0.9 0.4 -0.6
H -2.769665 2.788471 -1.811206 0.0 0.0 0.0
H -2.606403 1.597732 -3.121030 0.0 0.0 0.0
H -1.540525 3.001846 -3.066859 0.0 0.0 0.0
H -2.476392 4.226176 1.895233 0.0 0.0 0.0
H -1.163567 4.051505 3.009320 0.0 0.0 0.0
H -0.729697 0.930661 -4.326531 -0.1 0.0 0.0
H 1.255203 -0.206727 -5.272116 0.0 0.0 0.0
H 3.029222 -1.032218 -3.741225 0.0 0.0 0.0
H 2.715256 -0.767836 -1.285521 0.0 0.0 0.0
N -3.468153 -1.973452 0.396940 -0.1 -0.1 0.0
C -2.348310 -1.330399 0.709926 0.1 0.2 0.2
O -1.399992 -1.293021 -0.102309 0.4 0.2 0.0
C -2.210244 -0.642186 2.043889 -0.1 -0.1 -0.2
C -0.713597 -0.537798 2.331978 -0.6 -0.1 -0.2
H -3.557083 -2.411054 -0.505725 0.0 0.0 0.0
H -4.234586 -2.022485 1.044917 0.0 0.0 0.0
H -2.782118 -1.193295 2.798035 0.0 0.0 0.1
H -2.667223 0.348763 1.947723 0.0 0.0 0.0
H -0.343490 -1.553581 2.482881 0.1 0.1 0.1
H -0.509316 0.039492 3.228399 -0.1 0.0 0.0
O 3.373219 1.068551 2.192488 0.1 0.1 0.2
H 3.047736 1.411385 3.032909 0.0 0.0 0.0
H 3.668382 1.838100 1.694508 0.0 0.0 0.0
N 2.634565 -1.498822 1.468830 0.1 0.0 0.0
C 3.193997 -2.718859 1.404354 0.0 0.1 0.0
C 2.280824 -3.553505 0.803069 0.0 0.0 0.0
C 1.172881 -2.740546 0.532732 0.2 0.0 0.1
N 1.404123 -1.498685 0.948166 0.4 0.0 -0.1
H 3.018286 -0.615563 1.806093 0.0 0.0 0.0
H 4.182097 -2.898490 1.788052 0.0 0.0 0.0
H 2.394806 -4.600728 0.593753 0.0 0.0 0.0
H 0.235086 -2.985380 0.068488 -0.1 0.0 0.0
```
Positions in Å, forces in eV/Å.

F_max	1.2	eV/Å
total charge	+1
energy	-1572.78095	hartree
ΔE to the lowest compared entry with this formula, charge and spin	50.9	kJ/mol
multiplicity	2

3.
The following is a DFT calculation (wB97M-V/def2-TZVPD) of a structure of composition C14H21N9PPd at a distorted geometry.

Geometry as XYZ:
```
46
Properties=species:S:1:pos:R:3:forces:R:3
Pd -0.138190 -0.665335 -0.144003 1.1 -1.2 -0.4
N 0.040723 -2.413628 2.846485 0.1 0.0 -0.1
C -0.904448 -1.418362 2.705780 0.3 0.0 0.1
N -1.812342 -1.190887 3.638557 -0.1 0.2 -0.1
N -2.499711 -0.117519 3.175747 0.1 -0.1 0.1
N -2.036852 0.271030 2.046306 0.0 -0.2 -0.1
N -0.992391 -0.539269 1.703455 -0.8 -0.1 0.1
C 0.992721 -2.808037 1.921464 -0.4 0.1 0.3
N 1.823690 -3.819528 2.124081 0.0 0.0 -0.2
N 2.525773 -3.889217 0.970745 -0.1 0.0 0.0
N 2.135560 -2.980975 0.144680 -0.1 0.1 0.1
N 1.148679 -2.250369 0.730385 0.3 0.2 0.0
H -0.032155 -2.964338 3.682631 0.0 0.0 0.0
C 2.016718 -0.586834 -3.314156 -0.1 -0.2 0.0
P 1.328261 0.012892 -1.740265 -0.2 0.5 0.7
C 0.892388 1.733873 -2.188207 0.0 -0.1 -0.3
C 2.824688 0.273373 -0.721304 0.1 0.0 -0.1
C 3.826721 -0.692991 -0.659343 0.1 0.1 -0.1
C 4.928852 -0.508268 0.162081 0.0 0.0 0.0
C 5.041270 0.638519 0.934619 0.0 0.0 0.0
C 4.038866 1.596229 0.895542 0.0 0.0 0.0
C 2.935356 1.411590 0.075160 0.0 0.0 0.1
H 2.412966 -1.595562 -3.204085 0.0 0.0 0.0
H 2.813542 0.090568 -3.623511 0.0 0.0 -0.1
H 1.231629 -0.609895 -4.071136 0.0 0.0 0.0
H 1.769601 2.317236 -2.475450 0.0 0.0 0.0
H 0.379468 2.205989 -1.353802 0.0 0.0 0.0
H 0.192837 1.700436 -3.026611 0.0 0.0 0.0
H 3.727186 -1.617554 -1.209061 0.0 0.0 0.0
H 5.687414 -1.278851 0.215651 0.0 0.0 0.0
H 5.901374 0.778386 1.578077 0.0 0.0 0.0
H 4.104361 2.482509 1.514306 0.0 0.0 0.0
H 2.144993 2.150777 0.081822 0.0 0.0 0.0
C -3.154760 -1.828782 -2.831886 0.0 -0.1 0.0
C -2.200320 -1.842953 -1.633106 -0.2 0.1 -0.1
C -2.855059 -2.573099 -0.461053 0.0 0.0 0.0
C -1.791064 -0.412178 -1.277510 0.1 0.6 0.3
H -3.474835 -2.842260 -3.092158 0.0 0.0 0.0
H -2.682882 -1.385347 -3.712708 0.0 0.0 0.0
H -4.048835 -1.242608 -2.600083 0.0 0.0 0.0
H -1.306905 -2.404722 -1.927382 0.0 0.0 0.0
H -3.847111 -2.154814 -0.265162 0.0 0.0 0.0
H -2.274862 -2.480775 0.455099 0.0 0.0 0.0
H -2.969703 -3.638183 -0.676301 0.0 0.0 0.0
H -2.549841 0.102426 -0.682956 -0.1 0.0 -0.1
H -1.565120 0.176356 -2.169189 -0.2 0.0 -0.1
```
Positions in Å, forces in eV/Å.

F_max	1.7	eV/Å
total charge	-1
energy	-1508.16479	hartree
ΔE to the lowest compared entry with this formula, charge and spin	0.0	kJ/mol

4.
The following is a DFT calculation (wB97M-V/def2-TZVPD) of a structure of composition C14H21NPRe at a distorted geometry.

Geometry as XYZ:
```
38
Properties=species:S:1:pos:R:3:forces:R:3
C -0.214493 -0.634756 -3.619175 -1.0 -2.0 -0.9
C -1.102140 -1.584118 -4.219106 0.1 3.0 2.5
C -0.893234 -2.803668 -3.469667 1.7 -1.7 -2.3
C 0.432758 -2.823377 -2.970642 -0.8 2.3 1.9
C 0.780487 -1.423353 -2.832380 -0.8 -1.1 -0.6
Re -0.301113 0.977432 -0.249885 -2.4 1.9 -2.3
P -1.206080 2.795805 -1.373652 0.3 1.1 -0.8
H -0.269521 0.456094 -3.639028 0.2 -0.5 -0.4
H -2.007593 -1.349332 -4.804235 0.7 -0.1 0.4
H -1.509179 -3.705813 -3.613470 0.2 0.5 0.3
H 1.562150 -0.974797 -2.199918 -0.3 -0.4 -0.6
H 0.900586 -3.619084 -2.406033 0.0 0.0 -0.2
H -2.471213 3.203360 -0.887832 0.1 0.0 -0.1
H -1.535684 2.728207 -2.750994 0.0 0.1 0.2
H -0.593911 4.097002 -1.358313 -0.2 -0.6 0.0
C -1.315427 1.217639 2.438385 -0.4 0.4 0.0
N -1.079703 -0.247774 2.377897 0.6 -0.2 0.1
C -2.312835 -1.034915 2.486894 -0.9 -0.4 -0.1
C -0.352688 -0.630600 1.076197 0.3 -2.1 1.0
C 0.994082 0.214443 1.054845 2.3 -0.7 0.6
C 1.828838 -0.064261 2.167154 0.0 0.7 -0.7
C 3.104521 0.484591 2.186632 0.0 -0.2 0.1
C 3.639087 1.200168 1.089425 -0.5 -0.1 -0.4
C 2.911061 1.377266 -0.091482 -0.1 -0.3 0.3
C 1.581353 0.888688 -0.164813 1.1 0.2 1.4
H -1.904173 1.550603 1.552943 0.3 -0.2 0.5
H -0.363705 1.749407 2.506769 -0.3 -0.1 -0.1
H -1.906153 1.410181 3.321536 -0.2 0.1 0.3
H -0.490053 -0.482123 3.181400 0.1 0.0 -0.2
H -2.952185 -0.809419 1.619024 0.2 0.0 0.4
H -2.066846 -2.101380 2.478913 0.0 0.2 0.0
H -2.834472 -0.775307 3.409164 0.1 0.0 -0.1
H -0.011184 -1.693771 1.137568 -0.5 0.6 0.3
H -1.208759 -0.743588 0.306134 0.4 0.0 -0.3
H 1.451366 -0.721572 2.954710 0.4 0.2 0.0
H 3.740146 0.333447 3.062062 -0.2 0.0 -0.3
H 4.647422 1.603170 1.183193 -0.3 -0.1 -0.1
H 3.328498 1.935502 -0.940209 -0.2 -0.4 0.4
```
Positions in Å, forces in eV/Å.

F_max	3.9	eV/Å
total charge	+1
energy	-1019.79437	hartree
ΔE to the lowest compared entry with this formula, charge and spin	693.1	kJ/mol
multiplicity	4

- What is the energy in the third record?
  -1508.16479 hartree